Arrangement i

7
Properties=species:S:1:pos:R:3:lowdin_charge:R:1 method="wB97M-V/def2-TZVPD" smiles="BrC1=C[SiH2]1" homo_lumo_gap_ev=9.662 charge=0
Br 2.84600 -0.10380 0.01169 0.638
C 0.98194 0.01192 -0.04974 -0.886
C -0.07610 1.06078 -0.01324 -0.202
Si -0.78189 -0.66115 -0.01458 0.594
H -0.06131 2.06167 -0.19908 -0.011
H -1.24489 -1.47103 1.35798 -0.034
H -1.66375 -0.89838 -1.09304 -0.100



Arrangement ii

7
Properties=species:S:1:pos:R:3:lowdin_charge:R:1 method="wB97M-V/def2-TZVPD" homo_lumo_gap_ev=6.192 charge=0
C -0.14991 1.52151 -0.71617 -0.615
C -0.77840 2.74317 -1.13475 -0.597
Si -0.37046 -0.11239 0.17921 0.853
Br 0.56164 3.80396 -2.06994 0.495
H 1.05452 1.37199 -0.86795 0.016
H -1.61727 -0.65126 1.03769 -0.063
H 0.90093 -0.81887 0.11059 -0.089



Stability check: which of them is most stable? arrangement i.



Arrangement i

16
Properties=species:S:1:pos:R:3:lowdin_charge:R:1 method="wB97M-V/def2-TZVPD" multiplicity=2 homo_lumo_gap_ev="1.995 / 8.673" charge=-1
C -0.33121 -1.44646 2.34851 -0.639
S 1.14296 -0.40167 2.20493 0.165
H -0.73675 -1.55203 1.34359 -0.014
H -0.11853 -2.44970 2.72150 0.003
H -1.11269 -1.02911 2.98247 0.011
H 1.38318 -0.13627 3.51572 -0.228
C -0.63489 -0.64671 -1.64855 -0.181
N 0.76915 1.72725 -2.03637 0.001
C -0.07654 1.48376 -0.90511 -0.425
N -0.75410 0.45195 -0.65891 -0.022
H -1.28773 -1.46476 -1.35896 0.049
H 0.40106 -0.97617 -1.67710 0.059
H -0.88761 -0.26963 -2.63912 0.057
H 0.57674 2.66314 -2.38034 0.044
H 1.72902 1.79738 -1.68310 0.042
H -0.06207 2.24903 -0.12916 0.078



Arrangement ii

16
Properties=species:S:1:pos:R:3:lowdin_charge:R:1 method="wB97M-V/def2-TZVPD" multiplicity=2 homo_lumo_gap_ev="5.061 / 6.043" charge=-1
C 3.67612 -0.70903 -0.21929 -0.259
C 2.20546 -0.37454 -0.38769 -0.845
S 1.36215 0.11345 1.16658 0.136
H 3.86484 -1.41243 0.58570 0.039
H 4.19391 0.22163 0.04435 0.046
H 4.18909 -1.02470 -1.14002 0.045
H 1.69371 -1.14980 -0.97925 0.026
H 2.05319 0.49909 -1.03375 0.012
N -3.83409 0.75231 -0.52616 -0.017
C -3.07463 0.74131 0.64429 -0.368
N -1.85495 0.09780 0.68922 0.003
H -3.65865 0.09154 -1.26458 0.054
H -4.80977 0.96668 -0.41933 0.049
H -3.27244 1.38371 1.48162 0.062
H -1.20267 0.31127 1.40871 -0.041
H -1.53126 -0.50830 -0.05042 0.057



Arrangement iii

16
Properties=species:S:1:pos:R:3:lowdin_charge:R:1 method="wB97M-V/def2-TZVPD" multiplicity=2 homo_lumo_gap_ev="2.712 / 8.127" charge=-1
N 0.73295 0.18994 1.39493 -0.029
C -0.28557 0.03193 0.23586 -0.502
C -0.29153 1.34382 -0.63849 -0.604
S -0.77527 2.87225 0.35915 0.192
C -0.02645 -1.05260 -0.82618 -0.262
N 0.61247 -2.41545 -0.33120 -0.056
H 0.25137 0.68087 2.20691 -0.018
H -0.62780 2.46017 1.78268 -0.223
H 1.60127 0.51144 0.85835 0.079
H -1.38749 -0.02588 0.53605 0.121
H -1.08710 1.46620 -1.26520 -0.017
H 0.71381 1.52655 -0.92870 0.027
H -0.75760 -1.28657 -1.72682 0.128
H 0.89825 -0.65337 -1.40379 0.097
H 0.10929 -3.17072 -0.88878 0.052
H 0.31939 -2.47861 0.63523 0.014



Stability check: which of them is most stable? arrangement ii.



Arrangement i

77
Properties=species:S:1:pos:R:3:lowdin_charge:R:1 method="wB97M-V/def2-TZVPD" multiplicity=6 homo_lumo_gap_ev="8.507 / 6.606" charge=+1
Ir -1.29087 -0.20435 -0.05396 1.326
C 1.95303 -2.26454 3.09826 -0.014
C 0.62950 -1.56687 2.83106 -0.583
C -0.53038 -2.53373 2.96649 -0.022
C 0.44846 -0.35781 3.73429 -0.009
O 0.61666 -1.09241 1.42560 -0.278
Si 1.85320 -0.52936 0.49758 -0.093
S 0.67496 -0.10282 -1.29086 0.534
O 2.30370 0.88432 1.13441 -0.164
C 3.51454 1.68820 0.95864 -0.610
C 4.62051 1.05244 1.78527 -0.011
C 3.87338 1.73670 -0.51888 -0.022
C 3.15728 3.06837 1.48093 -0.020
O 3.09724 -1.48225 0.21528 -0.131
C 3.41861 -2.65232 -0.59018 -0.614
C 4.47407 -3.41509 0.19113 -0.010
C 2.16630 -3.48912 -0.79243 -0.042
C 3.96685 -2.15040 -1.91587 -0.018
H 1.93068 -2.69824 4.09787 0.107
H 2.79409 -1.56879 3.04959 0.092
H 2.12168 -3.06779 2.38105 0.075
H -0.65790 -2.80046 4.01584 0.107
H -0.34658 -3.44864 2.39961 0.083
H -1.45811 -2.07887 2.62338 0.062
H 0.58294 -0.65801 4.77378 0.105
H -0.55939 0.04847 3.63684 0.070
H 1.18651 0.41233 3.50472 0.084
H 4.81470 0.03434 1.44771 0.080
H 4.34227 1.02862 2.83973 0.095
H 5.53942 1.63074 1.68587 0.100
H 4.17123 0.75203 -0.88301 0.074
H 4.70589 2.42172 -0.67819 0.103
H 3.02559 2.09253 -1.10826 0.085
H 2.82566 3.00949 2.51825 0.093
H 2.36447 3.51614 0.87886 0.089
H 4.02726 3.72311 1.43687 0.099
H 4.07354 -3.76966 1.14095 0.084
H 5.33138 -2.77325 0.39365 0.095
H 4.81494 -4.27616 -0.38385 0.099
H 1.74930 -3.80818 0.16483 0.082
H 2.40310 -4.38039 -1.37359 0.105
H 1.40483 -2.92783 -1.33910 0.034
H 4.85789 -1.54326 -1.75436 0.092
H 3.22218 -1.54961 -2.44155 0.076
H 4.23768 -2.99293 -2.55234 0.099
Br -4.59159 -2.47622 -1.47849 0.674
C -2.87185 -3.09766 -2.02611 -0.988
Br -1.54877 -3.07675 -0.59747 0.726
H -2.49225 -2.45754 -2.81105 -0.003
H -2.95444 -4.13364 -2.32755 0.008
N -0.66214 1.65469 1.21427 0.044
H -1.27019 1.73772 2.02843 0.056
H -0.81315 2.46312 0.61947 0.071
H 0.30974 1.62514 1.51770 0.031
O -2.30815 -0.04500 -2.09871 -0.158
C -2.79349 1.09550 -1.83312 -0.571
O -2.63740 1.54698 -0.65635 -0.083
C -3.50923 1.88102 -2.85556 -0.117
C -3.62278 1.39791 -4.15714 0.012
C -4.27228 2.15092 -5.12092 -0.028
C -4.81276 3.38545 -4.79051 0.030
C -4.68910 3.83912 -3.48934 -0.115
C -4.04481 3.11528 -2.50890 0.076
N -5.25958 5.15627 -3.13170 -0.350
O -5.80877 5.77961 -4.01198 0.100
O -5.13289 5.51998 -1.98163 0.092
H -3.20139 0.43244 -4.40108 0.124
H -4.35831 1.78135 -6.13291 0.118
H -5.32429 3.99659 -5.51958 0.129
H -3.96445 3.50682 -1.50594 0.133
Cl -5.82898 1.03209 2.89386 0.642
C -4.83810 0.45535 1.55857 -0.511
C -3.42342 0.12471 1.98479 -0.658
O -2.84636 0.57300 2.94189 0.065
O -2.82381 -0.70153 1.12767 -0.287
H -4.75919 1.24189 0.80680 0.079
H -5.29813 -0.42102 1.11070 0.071



Arrangement ii

77
Properties=species:S:1:pos:R:3:lowdin_charge:R:1 method="wB97M-V/def2-TZVPD" multiplicity=6 homo_lumo_gap_ev="9.456 / 6.228" charge=+1
Ir 0.36177 -0.28171 -0.51989 1.250
C -2.93096 -1.72700 3.71978 -0.012
C -2.74288 -0.94984 2.42629 -0.596
C -3.60005 -1.51829 1.31487 -0.009
C -3.01660 0.53126 2.61931 -0.025
O -1.35843 -1.09609 1.95071 -0.194
Si -0.03714 -1.14958 2.87502 -0.093
S 1.57428 -0.75682 1.38517 0.508
O 0.08009 0.15128 3.80860 -0.158
C 0.85352 0.44232 5.01587 -0.612
C 0.20364 -0.29044 6.17713 -0.015
C 2.29371 0.00102 4.81084 -0.031
C 0.75967 1.94682 5.19080 -0.019
O 0.27116 -2.51298 3.64136 -0.125
C 0.58619 -3.89368 3.31220 -0.618
C 0.08182 -4.71987 4.48134 -0.013
C -0.11768 -4.26634 2.01854 -0.020
C 2.09526 -4.00274 3.17777 -0.021
H -3.97566 -1.66859 4.02775 0.105
H -2.32606 -1.31283 4.53098 0.083
H -2.67342 -2.77814 3.58565 0.084
H -4.65747 -1.39519 1.55311 0.106
H -3.39944 -2.58334 1.16885 0.099
H -3.39248 -0.98636 0.38844 0.068
H -4.04077 0.67321 2.96824 0.102
H -2.90479 1.06247 1.67201 0.066
H -2.33467 0.96393 3.35140 0.080
H 0.22574 -1.36936 6.02027 0.082
H -0.83123 0.03288 6.29934 0.093
H 0.73880 -0.06559 7.10077 0.100
H 2.35602 -1.07961 4.66162 0.076
H 2.88961 0.25056 5.68923 0.102
H 2.73403 0.51022 3.95122 0.080
H -0.28180 2.25292 5.29314 0.093
H 1.19481 2.46055 4.33241 0.085
H 1.29952 2.25539 6.08670 0.099
H -0.99873 -4.61583 4.58588 0.088
H 0.55600 -4.39402 5.40736 0.094
H 0.31346 -5.77420 4.32641 0.098
H -1.19494 -4.11483 2.10499 0.087
H 0.06179 -5.31285 1.76970 0.104
H 0.24207 -3.66313 1.18086 0.066
H 2.58623 -3.70907 4.10626 0.094
H 2.46622 -3.36686 2.36986 0.061
H 2.37819 -5.03165 2.95141 0.100
Br -0.16314 2.18210 0.98217 0.744
C -1.21284 3.12660 -0.35493 -0.942
Br -1.82976 1.93412 -1.71268 0.734
H -0.55828 3.86243 -0.79808 0.000
H -2.07050 3.53947 0.15883 0.014
N 1.60970 -1.88945 -1.72984 0.022
H 1.04798 -2.73891 -1.79599 0.038
H 2.50679 -2.08596 -1.29999 0.058
H 1.78404 -1.48170 -2.64202 0.068
O -0.78526 -3.39677 -1.38330 0.067
C -1.56188 -2.47194 -1.48459 -0.526
O -1.23850 -1.21630 -1.18043 -0.305
C -2.94174 -2.62379 -2.01825 -0.127
C -3.40269 -3.90087 -2.32438 0.014
C -4.68393 -4.07941 -2.82121 -0.029
C -5.51166 -2.98468 -3.02460 0.027
C -5.02593 -1.72663 -2.71640 -0.116
C -3.75742 -1.51971 -2.21951 0.044
N -5.89570 -0.54770 -2.91746 -0.348
O -6.99258 -0.73771 -3.39053 0.102
O -5.46432 0.52978 -2.55834 0.073
H -2.74551 -4.74483 -2.16325 0.127
H -5.04248 -5.07249 -3.05417 0.117
H -6.51383 -3.08870 -3.41396 0.127
H -3.42672 -0.51927 -1.98729 0.077
Cl 4.49949 0.90018 -2.11105 0.596
C 3.30709 2.10486 -2.65082 -0.466
C 1.99239 2.01226 -1.90680 -0.658
O 1.32600 2.98494 -1.67171 0.039
O 1.65877 0.76637 -1.60530 -0.346
H 3.12224 1.93362 -3.70977 0.093
H 3.72745 3.09488 -2.51570 0.089



Stability check: which of them is most stable? arrangement i.



Arrangement i

41
Properties=species:S:1:pos:R:3:lowdin_charge:R:1 method="wB97M-V/def2-TZVPD" smiles="COCCN1C(=O)N[C@@H](c2ccccc2)C(C(C)=O)=C1C" homo_lumo_gap_ev=9.222 charge=0
C 3.53257 3.69640 0.14493 -0.107
O 3.52773 2.30294 0.33547 -0.216
C 2.76034 1.86677 1.43464 -0.183
C 1.24815 1.74456 1.15238 -0.100
N 0.83622 0.42814 0.69674 0.046
C 0.76463 -0.53270 1.70348 -0.510
O 1.13218 -0.30240 2.83671 0.078
N 0.31217 -1.74312 1.29674 0.128
C -0.53078 -1.85684 0.12884 -0.209
C -1.93781 -1.31047 0.36084 -0.153
C -2.75064 -1.01689 -0.72798 -0.025
C -4.03249 -0.53336 -0.53978 -0.075
C -4.51988 -0.33141 0.74038 -0.092
C -3.71483 -0.61449 1.82886 -0.079
C -2.43261 -1.10230 1.64108 -0.030
C 0.14401 -1.08838 -0.98995 -0.083
C 0.10629 -1.60235 -2.35674 -0.420
C -0.19982 -3.07982 -2.52648 -0.010
O 0.31730 -0.91993 -3.34443 0.050
C 0.74982 0.08075 -0.63855 -0.146
C 1.38575 1.01174 -1.61118 0.019
H 4.19016 3.88755 -0.70079 0.092
H 3.91953 4.21202 1.03163 0.090
H 2.53410 4.08773 -0.08094 0.086
H 2.91087 2.54425 2.28439 0.126
H 3.15127 0.88433 1.70753 0.129
H 0.71692 1.91836 2.09170 0.131
H 0.93094 2.48803 0.42224 0.120
H 0.22572 -2.43528 2.02518 0.155
H -0.60863 -2.92105 -0.10862 0.143
H -2.37554 -1.15423 -1.73108 0.110
H -4.65064 -0.31044 -1.39676 0.104
H -5.52014 0.04758 0.88788 0.101
H -4.08294 -0.45659 2.83186 0.103
H -1.81956 -1.31089 2.50541 0.110
H -0.06748 -3.33398 -3.57545 0.086
H -1.22562 -3.30304 -2.24174 0.081
H 0.47595 -3.68310 -1.92430 0.088
H 1.55818 0.50059 -2.55352 0.077
H 0.71469 1.84528 -1.82063 0.109
H 2.32392 1.39605 -1.22000 0.077



Arrangement ii

41
Properties=species:S:1:pos:R:3:lowdin_charge:R:1 method="wB97M-V/def2-TZVPD" smiles="O=C1OCCN1[C@H](/C=C/N1CCOCC1)c1ccccc1" homo_lumo_gap_ev=8.163 charge=0
O 0.02256 2.27316 1.77132 0.095
C 0.94774 1.79072 1.14838 -0.534
O 0.78818 0.57376 0.62770 0.059
C 2.05112 0.10998 0.13626 -0.142
C 2.91129 1.32575 0.11206 -0.133
N 2.26411 2.30943 0.98630 0.031
C 2.46178 3.82028 0.89288 -0.199
C 2.17837 4.53802 -0.39751 -0.073
C 0.96869 4.31161 -0.98289 -0.093
N 0.81220 4.31349 -2.31654 -0.120
C -0.38742 3.77817 -2.93749 -0.128
C -0.84557 4.71191 -4.04823 -0.173
O 0.22035 5.44718 -4.67629 -0.135
C 1.47784 4.76480 -4.55944 -0.178
C 1.91766 4.79225 -3.12413 -0.148
C 3.76129 4.48733 1.50498 -0.141
C 4.20568 3.89387 2.66953 -0.059
C 5.22355 4.44936 3.44630 -0.080
C 5.77933 5.68532 3.10147 -0.098
C 5.35706 6.31300 1.92915 -0.086
C 4.32170 5.74525 1.15769 -0.034
H 1.92005 -0.36917 -0.82606 0.122
H 2.46209 -0.67106 0.79959 0.131
H 3.97713 1.15296 0.36239 0.136
H 2.81694 1.73882 -0.90971 0.122
H 1.68008 4.11153 1.56049 0.133
H 2.89362 5.26065 -0.84904 0.081
H 0.14768 4.01151 -0.35598 0.127
H -1.13786 3.72658 -2.16145 0.124
H -0.20816 2.76718 -3.32547 0.123
H -1.37470 4.11349 -4.81570 0.124
H -1.52358 5.48170 -3.64678 0.127
H 2.15894 5.36737 -5.17050 0.133
H 1.39507 3.73838 -4.92047 0.125
H 2.11159 5.81133 -2.80383 0.128
H 2.83083 4.21467 -2.99477 0.127
H 3.70219 2.96806 2.93363 0.111
H 5.52904 3.91383 4.33560 0.098
H 6.55347 6.12763 3.73279 0.101
H 5.80161 7.27092 1.65418 0.101
H 3.99251 6.33308 0.30318 0.092



Stability check: which of them is most stable? arrangement i.



Arrangement i

8
Properties=species:S:1:pos:R:3:lowdin_charge:R:1 method="wB97M-V/def2-TZVPD" smiles="O=S(=O)(F)OP" homo_lumo_gap_ev=9.916 charge=0
O -1.34977 -0.10125 3.06530 -0.274
S -1.40627 -1.42026 2.48721 0.696
O -2.51219 -2.31334 2.93382 -0.254
F 0.01427 -2.22486 2.97316 -0.253
O -0.80333 -1.36369 0.98096 -0.666
P 0.66633 -0.69709 -0.00725 0.896
H 0.16524 0.66274 -0.24010 -0.099
H 1.64545 -0.25681 1.12516 -0.045



Arrangement ii

8
Properties=species:S:1:pos:R:3:lowdin_charge:R:1 method="wB97M-V/def2-TZVPD" homo_lumo_gap_ev=10.676 charge=0
O 2.27805 0.17543 -0.74691 -0.188
O -0.19423 0.47180 -0.89694 -0.607
O 0.94001 0.80723 1.22577 -0.283
F 0.83078 -1.40169 0.38051 -0.227
P -1.57192 0.57184 0.16387 0.862
S 1.08886 0.19916 -0.03198 0.500
H -2.21879 -0.22114 -1.08009 -0.002
H -1.15277 -0.60263 0.98576 -0.054



Stability check: which of them is most stable? arrangement ii.



Arrangement i

10
Properties=species:S:1:pos:R:3:lowdin_charge:R:1 method="wB97M-V/def2-TZVPD" smiles="Nn1oncc1=O" homo_lumo_gap_ev=9.492 charge=0
N -1.44293 0.58661 -0.86378 0.092
N -0.26194 -0.06711 -0.63816 -0.156
O 0.89870 0.61038 -1.11598 -0.058
N 1.94599 0.52883 -0.07584 0.155
C 1.40443 -0.15673 0.83280 -0.077
C 0.06829 -0.63651 0.58752 -0.449
O -0.76140 -1.09369 1.33024 0.087
H -2.02668 0.55455 -0.02690 0.099
H -1.80123 0.03778 -1.77355 0.168
H 1.97678 -0.36411 1.74364 0.138



Arrangement ii

10
Properties=species:S:1:pos:R:3:lowdin_charge:R:1 method="wB97M-V/def2-TZVPD" homo_lumo_gap_ev="7.948 / 7.234" charge=0
C -0.59122 -1.13460 0.43477 -0.118
C -0.54850 0.17777 0.99053 -0.586
N 1.41803 -0.15219 -1.15135 -0.082
N 1.37102 -1.13646 -0.53792 0.017
N -0.67799 1.09374 0.03764 0.172
O -1.09579 -2.17826 0.23349 0.171
O -0.57059 0.40844 2.18983 0.077
H 2.50322 0.06117 -1.54194 0.125
H -0.91127 0.76023 -0.83656 0.067
H -0.89692 2.10016 0.18152 0.157



Arrangement iii

10
Properties=species:S:1:pos:R:3:lowdin_charge:R:1 method="wB97M-V/def2-TZVPD" homo_lumo_gap_ev=9.612 charge=0
C -0.14221 -0.43187 1.24924 -0.502
C 0.08072 0.08728 -0.68124 -0.442
N 0.24517 0.70453 -1.85940 0.177
O 0.07652 -1.28266 -0.68059 0.001
O -0.32534 -0.41362 2.57098 0.100
N -0.03044 -1.64176 0.66551 0.113
N 0.22328 0.64088 0.51864 0.198
H -0.18903 0.50470 2.85081 0.121
H 0.11979 0.16452 -2.70678 0.118
H -0.05847 1.66801 -1.92717 0.117



Arrangement iv

10
Properties=species:S:1:pos:R:3:lowdin_charge:R:1 method="wB97M-V/def2-TZVPD" smiles=Oc1cn(O)nn1 homo_lumo_gap_ev=9.111 charge=0
O 0.33643 0.26959 2.34826 -0.010
C 0.41124 0.08625 1.02893 -0.391
C 0.46929 0.93630 -0.05777 0.069
N -0.06245 0.11094 -1.02559 -0.362
O -0.12717 0.44268 -2.19312 0.047
N -0.57079 -0.98528 -0.59515 0.037
N -0.27099 -1.01825 0.57193 0.011
H -0.32491 -0.43509 2.87846 0.218
H 0.75306 1.97565 -0.08957 0.128
H -1.05576 -0.12596 -2.51531 0.254



Stability check: which of them is most stable? arrangement iii.